{
  "formula": "C35H100N8O11",
  "method": "the ωB97M-V functional and the def2-TZVPD basis",
  "elements": ["C", "C", "C", "O", "C", "N", "H", "H", "H", "H", "H", "H", "H", "H", "H", "H", "H", "C", "C", "C", "O", "C", "N", "H", "H", "H", "H", "H", "H", "H", "H", "H", "H", "H", "C", "C", "C", "O", "C", "N", "H", "H", "H", "H", "H", "H", "H", "H", "H", "H", "H", "C", "C", "C", "O", "C", "N", "H", "H", "H", "H", "H", "H", "H", "H", "H", "H", "H", "C", "C", "C", "O", "C", "N", "H", "H", "H", "H", "H", "H", "H", "H", "H", "H", "H", "C", "C", "C", "O", "C", "N", "H", "H", "H", "H", "H", "H", "H", "H", "H", "H", "H", "C", "C", "C", "O", "C", "N", "H", "H", "H", "H", "H", "H", "H", "H", "H", "H", "H", "C", "C", "C", "O", "C", "N", "H", "H", "H", "H", "H", "H", "H", "H", "H", "H", "H", "C", "O", "H", "H", "H", "H", "C", "O", "H", "H", "H", "H", "C", "O", "H", "H", "H", "H"],
  "coordinates": [[3.529, -2.795, -1.145], [4.257, -3.293, -2.401], [4.357, -4.781, -2.337], [3.095, -5.377, -2.347], [3.161, -6.741, -2.720], [3.501, -2.956, -3.623], [4.152, -2.907, -0.246], [2.656, -3.425, -0.924], [3.203, -1.758, -1.224], [5.271, -2.893, -2.314], [4.968, -5.115, -1.475], [4.941, -5.123, -3.216], [2.130, -7.014, -2.916], [3.571, -7.288, -1.870], [3.757, -6.887, -3.621], [2.773, -3.687, -3.635], [2.974, -2.101, -3.485], [-1.560, 0.941, 0.729], [-0.200, 0.355, 0.375], [0.077, 0.516, -1.095], [-0.641, -0.491, -1.749], [-0.436, -0.525, -3.144], [0.833, 1.099, 1.203], [-1.670, 1.244, 1.771], [-2.351, 0.203, 0.559], [-1.752, 1.818, 0.099], [-0.087, -0.694, 0.662], [1.156, 0.431, -1.294], [-0.332, 1.472, -1.462], [0.556, -0.925, -3.406], [-0.503, 0.491, -3.590], [-1.202, -1.137, -3.616], [0.866, 2.052, 0.796], [1.775, 0.750, 0.929], [0.885, 4.856, 0.950], [1.277, 4.017, -0.219], [0.048, 3.842, -1.086], [0.434, 3.103, -2.257], [-0.597, 2.990, -3.171], [2.374, 4.733, -0.920], [0.567, 5.850, 0.625], [1.642, 4.939, 1.730], [0.018, 4.434, 1.489], [1.610, 3.031, 0.113], [-0.313, 4.827, -1.440], [-0.734, 3.330, -0.496], [-1.177, 3.922, -3.280], [-1.318, 2.194, -2.937], [-0.188, 2.799, -4.154], [1.979, 5.659, -1.146], [2.448, 4.304, -1.860], [-3.113, -1.621, 3.753], [-1.946, -1.440, 4.710], [-1.947, -2.408, 5.860], [-3.149, -2.214, 6.608], [-3.321, -3.188, 7.513], [-0.641, -1.617, 3.932], [-3.176, -2.600, 3.284], [-3.082, -0.827, 3.006], [-4.067, -1.405, 4.258], [-2.038, -0.395, 5.069], [-1.089, -2.221, 6.533], [-1.895, -3.448, 5.500], [-2.783, -2.915, 8.440], [-2.904, -4.140, 7.177], [-4.367, -3.274, 7.780], [-0.642, -0.780, 3.316], [0.164, -1.280, 4.501], [-1.831, -5.638, 3.287], [-0.820, -5.197, 2.263], [-1.492, -4.610, 1.043], [-2.483, -5.514, 0.581], [-3.129, -5.050, -0.574], [0.161, -4.290, 2.821], [-1.337, -5.834, 4.244], [-2.328, -6.531, 2.928], [-2.556, -4.842, 3.509], [-0.365, -6.119, 1.872], [-0.729, -4.483, 0.265], [-1.922, -3.634, 1.326], [-3.832, -4.239, -0.395], [-3.552, -5.931, -1.064], [-2.373, -4.698, -1.310], [-0.269, -3.634, 3.504], [0.491, -3.623, 2.116], [2.119, 2.128, -5.548], [3.205, 1.364, -4.824], [3.283, 1.836, -3.361], [4.062, 1.061, -2.509], [5.421, 0.902, -2.908], [2.977, -0.129, -4.932], [2.272, 1.914, -6.612], [2.213, 3.217, -5.488], [1.149, 1.782, -5.224], [4.171, 1.656, -5.294], [2.270, 1.810, -2.939], [3.635, 2.875, -3.317], [5.897, 1.889, -3.050], [5.490, 0.310, -3.813], [5.941, 0.511, -2.034], [3.515, -0.493, -4.138], [3.488, -0.465, -5.749], [-5.278, -1.263, -3.846], [-4.203, -0.278, -3.924], [-3.729, -0.013, -5.324], [-2.745, 0.989, -5.254], [-2.164, 1.385, -6.508], [-4.551, 0.950, -3.211], [-6.214, -0.821, -4.213], [-5.498, -1.445, -2.790], [-5.096, -2.189, -4.383], [-3.309, -0.672, -3.395], [-4.583, 0.353, -5.932], [-3.416, -0.976, -5.755], [-2.851, 1.877, -7.206], [-1.680, 0.511, -6.992], [-1.322, 2.052, -6.296], [-3.917, 1.672, -3.545], [-4.439, 0.875, -2.211], [0.456, 1.322, 6.654], [0.523, 1.830, 5.224], [1.281, 3.146, 5.141], [1.363, 3.511, 3.814], [2.313, 4.495, 3.604], [1.165, 0.769, 4.301], [0.091, 0.301, 6.661], [-0.225, 1.961, 7.224], [1.457, 1.335, 7.086], [-0.452, 1.943, 4.713], [2.262, 3.006, 5.625], [0.703, 3.879, 5.740], [2.056, 5.418, 4.153], [2.335, 4.734, 2.542], [3.326, 4.205, 3.922], [2.203, 0.882, 4.321], [1.038, 1.111, 3.312], [-1.848, 4.310, 2.633], [-2.852, 5.319, 2.123], [-2.398, 3.379, 2.818], [-1.045, 4.154, 1.895], [-1.337, 4.628, 3.550], [-2.793, 6.149, 2.596], [4.176, 2.612, 0.393], [3.886, 1.224, 0.225], [3.556, 3.285, -0.224], [3.908, 2.914, 1.416], [5.245, 2.819, 0.243], [3.984, 1.004, -0.751], [-4.647, 0.743, 0.609], [-4.946, 1.990, 0.128], [-5.254, 0.025, 0.062], [-3.582, 0.522, 0.509], [-4.929, 0.622, 1.663], [-4.555, 2.630, 0.735]],
  "orbital_gap_ev": 8.7,
  "smiles": "COC[C@H](C)N.COC[C@H](C)N.COC[C@H](C)N.COC[C@H](C)N.COC[C@H](C)N.COC[C@H](C)N.COC[C@H](C)N.COC[C@H](C)N.CO.CO.CO",
  "e_above_lowest_kj_mol": 295.76,
  "lumo_energy_ev": 0.48
}

{
  "formula": "C35H101N7O14",
  "method": "the ωB97M-V functional and the def2-TZVPD basis",
  "elements": ["C", "O", "H", "H", "H", "H", "C", "O", "H", "H", "H", "H", "C", "O", "H", "H", "H", "H", "C", "C", "C", "O", "C", "N", "H", "H", "H", "H", "H", "H", "H", "H", "H", "H", "H", "C", "C", "C", "O", "C", "N", "H", "H", "H", "H", "H", "H", "H", "H", "H", "H", "H", "C", "C", "C", "O", "C", "N", "H", "H", "H", "H", "H", "H", "H", "H", "H", "H", "H", "C", "C", "C", "O", "C", "N", "H", "H", "H", "H", "H", "H", "H", "H", "H", "H", "H", "C", "C", "C", "O", "C", "N", "H", "H", "H", "H", "H", "H", "H", "H", "H", "H", "H", "C", "C", "C", "O", "C", "N", "H", "H", "H", "H", "H", "H", "H", "H", "H", "H", "H", "C", "C", "C", "O", "C", "N", "H", "H", "H", "H", "H", "H", "H", "H", "H", "H", "H", "C", "C", "O", "O", "H", "H", "H", "H", "H", "H", "C", "C", "O", "O", "H", "H", "H", "H", "H", "H"],
  "coordinates": [[-0.443, 4.510, 2.707], [0.567, 4.601, 1.765], [-1.412, 4.827, 2.324], [-0.562, 3.474, 3.024], [-0.108, 5.109, 3.554], [1.132, 3.825, 1.804], [-4.940, 0.534, -2.865], [-3.789, 0.288, -2.130], [-5.288, -0.359, -3.383], [-5.716, 0.735, -2.125], [-4.822, 1.312, -3.619], [-3.826, -0.460, -1.529], [-3.456, 0.113, 3.585], [-3.783, -0.683, 4.665], [-2.942, -0.448, 2.805], [-4.371, 0.546, 3.182], [-2.866, 0.973, 3.902], [-3.088, -1.318, 4.851], [-1.320, 2.193, 6.222], [-0.056, 2.728, 6.890], [0.779, 1.583, 7.554], [0.183, 1.118, 8.738], [1.023, 0.440, 9.664], [0.807, 3.335, 5.851], [-1.095, 1.603, 5.333], [-2.028, 2.906, 5.799], [-1.981, 1.557, 6.811], [-0.392, 3.495, 7.589], [1.647, 2.145, 7.897], [1.159, 0.753, 6.958], [0.983, -0.618, 9.408], [0.503, 0.578, 10.611], [2.049, 0.807, 9.647], [1.706, 3.647, 6.189], [0.398, 4.200, 5.527], [5.465, -0.081, 0.351], [4.604, 0.308, -0.838], [3.268, -0.540, -0.932], [3.553, -1.857, -1.376], [3.496, -1.944, -2.760], [4.315, 1.736, -0.631], [6.505, 0.019, 0.042], [5.274, -1.142, 0.515], [5.363, 0.505, 1.265], [5.181, 0.103, -1.740], [2.429, -0.104, -1.475], [2.831, -0.662, 0.059], [2.602, -1.443, -3.133], [3.363, -2.967, -3.111], [4.355, -1.457, -3.221], [5.112, 2.336, -0.473], [3.747, 2.095, -1.384], [4.878, 3.780, -5.250], [4.534, 2.897, -4.016], [2.941, 2.600, -4.040], [2.573, 2.182, -2.772], [1.220, 2.166, -2.517], [5.096, 1.579, -4.125], [5.950, 3.893, -5.411], [4.526, 4.779, -4.993], [4.421, 3.404, -6.165], [4.952, 3.315, -3.101], [2.577, 1.967, -4.850], [2.406, 3.538, -4.188], [0.631, 1.426, -3.059], [0.836, 3.141, -2.817], [1.031, 2.069, -1.448], [4.739, 0.897, -3.471], [4.756, 1.072, -4.930], [-2.081, 1.567, -4.823], [-1.548, 1.778, -6.265], [-0.382, 2.789, -6.453], [-0.801, 4.098, -6.012], [0.188, 5.086, -6.106], [-1.142, 0.494, -6.663], [-1.352, 1.222, -4.091], [-2.926, 0.878, -4.791], [-2.598, 2.482, -4.534], [-2.396, 2.037, -6.899], [-0.061, 2.919, -7.487], [0.448, 2.395, -5.866], [-0.156, 5.956, -5.546], [0.260, 5.289, -7.175], [1.106, 4.888, -5.552], [-1.120, 0.581, -7.669], [-1.936, -0.113, -6.516], [1.733, -2.345, 3.664], [0.717, -3.322, 3.044], [0.579, -4.553, 3.928], [1.744, -5.354, 3.861], [1.942, -6.373, 4.880], [-0.571, -2.665, 2.984], [2.696, -2.832, 3.822], [1.268, -1.917, 4.552], [1.919, -1.574, 2.916], [0.848, -3.592, 1.996], [-0.236, -5.225, 3.660], [0.362, -4.298, 4.965], [2.922, -6.842, 4.788], [1.177, -7.147, 4.812], [1.885, -5.971, 5.891], [-0.971, -2.618, 3.910], [-0.389, -1.734, 2.637], [-4.144, -4.311, -1.496], [-4.685, -2.905, -1.421], [-6.034, -2.778, -0.729], [-7.005, -3.709, -1.280], [-8.390, -3.505, -0.870], [-3.640, -2.161, -0.780], [-4.867, -4.909, -2.050], [-4.077, -4.852, -0.552], [-3.233, -4.352, -2.093], [-4.718, -2.573, -2.459], [-6.361, -1.738, -0.753], [-5.977, -2.962, 0.344], [-9.010, -4.272, -1.334], [-8.702, -2.504, -1.169], [-8.508, -3.599, 0.209], [-3.464, -2.565, 0.129], [-2.739, -2.384, -1.176], [-1.956, -2.244, -4.259], [-0.752, -1.594, -3.552], [-0.083, -2.500, -2.543], [-1.084, -3.041, -1.637], [-0.547, -3.757, -0.545], [0.245, -1.270, -4.572], [-2.421, -1.569, -4.977], [-2.672, -2.640, -3.539], [-1.689, -3.152, -4.801], [-1.074, -0.661, -3.089], [0.640, -1.861, -2.037], [0.418, -3.319, -3.059], [-0.040, -4.655, -0.898], [-1.266, -4.211, 0.137], [0.234, -3.270, 0.039], [0.411, -2.178, -4.982], [-0.317, -0.742, -5.225], [-0.071, 0.632, 1.130], [-1.236, 0.447, 0.160], [-1.213, 1.326, -0.911], [-0.237, 0.033, 2.418], [0.070, 1.703, 1.275], [0.867, 0.217, 0.760], [-2.160, 0.607, 0.716], [-1.289, -0.575, -0.215], [-1.951, 1.101, -1.482], [0.329, 0.551, 2.995], [3.337, 2.303, 3.021], [2.892, 1.056, 3.856], [1.521, 1.131, 4.174], [2.732, 2.281, 1.682], [4.415, 2.349, 2.870], [3.073, 3.190, 3.597], [3.423, 0.965, 4.804], [3.084, 0.195, 3.216], [1.366, 1.823, 4.821], [3.244, 1.766, 1.054]],
  "orbital_gap_ev": 9.3,
  "smiles": "COC[C@H](C)N.COC[C@H](C)N.COC[C@H](C)N.COC[C@H](C)N.COC[C@H](C)N.COC[C@H](C)N.COC[C@H](C)N.OCCO.OCCO.CO.CO.CO",
  "e_above_lowest_kj_mol": 77.34,
  "lumo_energy_ev": 0.62
}

{
  "formula": "C35H102N6O23",
  "method": "the ωB97M-V functional and the def2-TZVPD basis",
  "elements": ["C", "C", "C", "O", "C", "N", "H", "H", "H", "H", "H", "H", "H", "H", "H", "H", "H", "C", "C", "C", "O", "C", "N", "H", "H", "H", "H", "H", "H", "H", "H", "H", "H", "H", "C", "C", "C", "O", "C", "N", "H", "H", "H", "H", "H", "H", "H", "H", "H", "H", "H", "C", "C", "C", "O", "C", "N", "H", "H", "H", "H", "H", "H", "H", "H", "H", "H", "H", "C", "C", "O", "O", "H", "H", "H", "H", "H", "H", "C", "C", "O", "O", "H", "H", "H", "H", "H", "H", "C", "C", "O", "O", "H", "H", "H", "H", "H", "H", "C", "C", "O", "O", "H", "H", "H", "H", "H", "H", "C", "C", "O", "O", "H", "H", "H", "H", "H", "H", "C", "C", "O", "O", "H", "H", "H", "H", "H", "H", "C", "C", "O", "O", "H", "H", "H", "H", "H", "H", "C", "C", "O", "O", "H", "H", "H", "H", "H", "H", "C", "C", "O", "O", "H", "H", "H", "H", "H", "H", "C", "O", "N", "N", "H", "H", "H", "H"],
  "coordinates": [[-10.537, 0.450, 9.252], [-9.017, 0.318, 9.018], [-8.481, 1.274, 7.898], [-7.035, 1.242, 7.912], [-6.309, 1.960, 6.890], [-8.388, 0.694, 10.281], [-10.808, 1.467, 9.538], [-10.856, -0.276, 10.000], [-11.045, 0.296, 8.300], [-8.641, -0.702, 8.933], [-8.810, 2.295, 8.090], [-8.864, 0.998, 6.916], [-5.289, 2.169, 7.212], [-6.718, 2.970, 6.888], [-6.398, 1.570, 5.876], [-8.723, 1.613, 10.530], [-7.503, 0.893, 9.836], [-1.156, -1.029, -1.405], [-0.901, 0.410, -0.818], [0.646, 0.710, -0.695], [1.307, -0.348, 0.021], [2.168, -1.229, -0.728], [-1.523, 1.423, -1.707], [-0.664, -1.720, -0.720], [-0.665, -1.128, -2.373], [-2.215, -1.281, -1.458], [-1.299, 0.394, 0.197], [0.876, 1.682, -0.257], [1.070, 0.814, -1.694], [2.217, -2.219, -0.273], [3.202, -0.889, -0.792], [1.718, -1.460, -1.693], [-1.535, 2.248, -1.125], [-0.828, 1.615, -2.415], [5.259, 9.350, 0.529], [6.207, 10.126, 1.545], [5.836, 9.854, 2.981], [6.900, 10.275, 3.856], [7.001, 11.675, 3.937], [7.605, 9.656, 1.319], [4.914, 8.360, 0.828], [5.771, 9.134, -0.409], [4.439, 9.982, 0.190], [6.063, 11.184, 1.327], [5.764, 8.768, 3.049], [4.843, 10.266, 3.157], [7.303, 12.133, 2.995], [7.740, 12.138, 4.591], [6.091, 12.222, 4.187], [8.119, 9.982, 2.124], [7.596, 8.652, 1.204], [4.409, -10.272, 1.358], [4.951, -11.537, 2.022], [6.374, -11.809, 1.580], [7.019, -12.994, 2.264], [6.518, -14.270, 1.813], [4.895, -11.477, 3.459], [3.337, -10.211, 1.547], [4.563, -10.378, 0.284], [4.954, -9.439, 1.803], [4.330, -12.399, 1.778], [6.976, -10.961, 1.908], [6.530, -11.921, 0.507], [5.997, -14.224, 0.857], [6.006, -14.792, 2.621], [7.420, -14.819, 1.544], [3.969, -11.627, 3.831], [5.450, -12.225, 3.850], [-9.542, 5.184, -0.794], [-10.779, 4.600, -1.615], [-11.939, 4.602, -0.816], [-9.690, 6.574, -0.691], [-8.672, 4.972, -1.416], [-9.318, 4.629, 0.117], [-10.737, 3.526, -1.796], [-10.895, 5.193, -2.522], [-12.183, 3.699, -0.598], [-10.472, 6.743, -0.159], [9.421, 3.523, 4.225], [9.019, 2.864, 2.866], [9.280, 3.784, 1.791], [8.989, 2.872, 5.347], [9.064, 4.552, 4.194], [10.507, 3.555, 4.305], [7.987, 2.536, 2.988], [9.701, 2.042, 2.647], [10.195, 4.045, 1.913], [8.790, 3.614, 5.923], [7.627, -7.086, -5.985], [6.107, -7.312, -6.128], [5.601, -6.832, -7.350], [8.125, -7.679, -4.826], [7.823, -6.018, -5.893], [8.149, -7.496, -6.850], [5.621, -6.770, -5.317], [5.834, -8.368, -6.116], [6.136, -6.076, -7.603], [9.044, -7.914, -4.967], [1.821, 7.000, -7.288], [0.614, 6.113, -7.596], [0.389, 5.330, -6.470], [2.979, 6.203, -7.284], [1.766, 7.511, -6.327], [2.085, 7.774, -8.009], [0.834, 5.405, -8.395], [-0.284, 6.635, -7.925], [0.797, 4.480, -6.653], [3.240, 5.963, -8.177], [-8.193, -3.691, 0.108], [-8.337, -2.346, 0.786], [-8.004, -1.321, -0.046], [-6.901, -4.271, 0.257], [-8.340, -3.577, -0.966], [-9.029, -4.269, 0.500], [-7.716, -2.279, 1.679], [-9.340, -2.250, 1.200], [-7.138, -1.560, -0.384], [-6.872, -5.071, -0.273], [-5.315, 1.774, -8.273], [-6.342, 1.565, -9.412], [-5.876, 0.787, -10.548], [-5.989, 2.494, -7.241], [-4.446, 2.262, -8.715], [-5.049, 0.830, -7.797], [-6.750, 2.513, -9.765], [-7.253, 1.139, -8.993], [-6.674, 0.570, -11.035], [-5.495, 2.406, -6.423], [-1.340, 9.034, 2.569], [-1.810, 7.633, 2.128], [-1.768, 7.620, 0.748], [-2.403, 10.041, 2.458], [-0.498, 9.390, 1.976], [-1.015, 9.050, 3.609], [-2.834, 7.418, 2.434], [-1.235, 6.808, 2.550], [-2.481, 8.147, 0.379], [-2.622, 10.119, 1.526], [-1.467, -9.621, -4.211], [-2.206, -8.638, -3.311], [-3.501, -8.999, -2.998], [-1.129, -10.735, -3.452], [-0.615, -9.170, -4.720], [-2.036, -9.873, -5.106], [-2.214, -7.598, -3.636], [-1.706, -8.622, -2.342], [-3.510, -9.956, -2.926], [-0.833, -11.440, -4.032], [-2.065, -4.230, 4.804], [-0.514, -4.500, 4.590], [-0.065, -5.489, 5.548], [-2.824, -5.431, 4.577], [-2.483, -3.585, 4.031], [-2.242, -3.843, 5.807], [-0.042, -3.540, 4.800], [-0.171, -4.779, 3.594], [-0.493, -6.305, 5.277], [-3.315, -5.247, 3.773], [6.984, 1.103, -4.397], [6.513, 0.482, -5.353], [7.946, 0.706, -3.608], [6.509, 2.234, -3.971], [8.111, 1.432, -2.926], [8.308, -0.236, -3.641], [7.003, 2.600, -3.169], [5.949, 2.717, -4.659]],
  "orbital_gap_ev": 9.2,
  "lumo_energy_ev": 0.21
}

no.,HOMO (eV)
1,-8.262
2,-8.646
3,-9.022